(1)
# C49H43AsBaF6N2O2P2Si

C49H43AsBaF6N2O2P2Si as an isolated structure in a non-equilibrium geometry (the ωB97M-V functional and the def2-TZVPD basis, the OMol25 dataset).

Geometry as XYZ:
```
107
Properties=species:S:1:pos:R:3:forces:R:3:mulliken_spin:R:1
N 2.24325 2.04415 -1.02845 1.112 1.275 -0.003 0.164
H -6.18875 0.04548 -2.74287 0.036 -0.005 0.005 0.000
H 1.12205 5.18673 -0.87508 -0.024 0.009 -0.050 0.013
H 2.87836 5.09611 5.33357 -0.009 -0.007 -0.002 0.000
C -5.11193 -1.62888 -1.94404 0.163 -0.134 0.081 0.000
H -2.23615 4.85720 -1.10111 0.096 -0.024 -0.044 0.014
H 7.53951 -0.39141 -3.29955 -0.005 -0.028 0.005 -0.001
C 3.29029 0.12069 -1.47047 -0.492 -0.108 0.354 0.101
H 2.76866 -0.28813 1.26235 0.001 0.037 0.013 0.001
N 3.41116 1.41876 -1.45722 -0.202 0.477 -0.018 -0.112
O 2.19022 -0.52580 -1.09843 2.868 -0.682 -0.602 0.012
H -0.51671 -1.17389 3.88037 0.034 0.035 -0.005 0.000
H -3.96316 3.51178 -0.86184 0.030 -0.005 0.065 -0.007
H 2.67565 -3.98054 3.41235 -0.038 0.017 -0.012 0.000
H -3.31285 -3.66607 3.43209 0.018 -0.004 -0.025 0.000
C 2.87074 -2.15486 2.30406 -0.057 0.129 -0.014 0.001
C 2.42105 4.31659 4.73677 -0.047 0.014 -0.027 0.001
C 4.45097 -0.68324 -1.92386 -0.017 0.078 0.007 -0.008
H -4.50526 1.67879 -2.06999 -0.018 -0.034 0.012 0.000
H 0.75213 -1.45325 -2.82528 -0.093 -0.098 -0.009 -0.001
C -1.77935 -4.97844 2.68998 -0.028 0.033 0.000 0.000
C -1.55439 -3.16570 0.56471 -0.042 0.145 0.004 0.000
C 2.23237 -3.01881 3.17956 -0.067 -0.006 0.042 0.000
H -3.75218 -3.08799 -1.17803 -0.002 0.003 -0.042 0.000
C -4.32558 0.63219 -1.85974 0.086 0.011 0.084 0.000
C -0.39230 3.86548 -0.57094 0.777 -0.713 0.085 0.401
H 3.51993 3.86878 -2.73053 -0.081 -0.021 0.031 0.013
H 5.61955 0.98708 -2.55642 0.000 -0.030 0.007 0.004
C -3.14298 0.26428 -1.20629 0.116 0.014 0.218 0.005
H -3.10293 -2.06890 1.57522 0.023 -0.017 -0.008 0.000
C -3.56816 0.58244 2.09928 0.206 0.077 -0.198 0.002
C 2.15873 3.40191 -1.13424 0.043 -1.171 0.069 0.317
C -2.91368 -1.12757 -1.04742 0.447 -0.121 -0.038 0.000
C 0.64838 3.56432 3.29322 0.000 0.090 0.047 0.007
H 3.51097 -2.52055 -1.40657 0.000 0.006 -0.025 0.011
H -0.35122 -4.41965 -5.69210 0.011 -0.001 0.028 0.000
C -1.27959 1.12703 2.57786 0.286 -0.319 -0.170 -0.021
C -2.30014 0.97110 1.61703 -0.104 0.149 0.058 0.025
C -0.47462 -3.97733 -4.71044 -0.106 -0.151 -0.037 0.000
H -3.51270 3.62002 0.85471 -0.008 -0.007 -0.041 0.000
H 3.10525 5.24537 -1.69154 0.040 -0.023 0.007 0.000
C -2.86762 0.77531 4.38240 0.157 0.043 0.005 0.001
Ba 0.28144 0.65593 -0.93853 1.965 -2.086 1.003 0.026
H -4.65691 2.38379 0.31316 0.002 0.098 0.005 0.002
F -2.11740 2.65656 -2.98554 -0.355 0.097 0.061 0.000
C 2.44236 2.07477 3.85572 0.075 0.002 0.154 -0.004
H 1.00017 -2.45530 -5.03744 -0.009 0.009 -0.005 0.000
C 3.02504 3.07376 4.63021 -0.042 -0.067 -0.056 0.000
F -1.30840 2.96780 -5.32248 -0.136 0.440 -0.251 0.000
C -0.73315 -4.29158 0.62946 -0.011 -0.075 0.057 0.000
H -4.36548 0.38110 1.38788 0.022 0.040 0.020 0.000
C 6.66141 -0.87057 -2.88064 0.004 -0.020 -0.007 -0.022
H -0.27450 3.76869 2.76022 0.039 -0.004 -0.027 -0.006
C -1.38586 4.95396 -0.41624 -0.109 0.123 0.013 -0.025
C 5.59414 -0.09156 -2.46880 0.070 0.014 0.009 0.036
H -0.80469 1.27163 4.66063 0.014 -0.047 -0.002 0.000
P 0.50182 1.10407 2.03180 -0.578 0.621 0.980 0.014
C 1.24251 2.30582 3.19416 0.043 -0.081 -0.049 0.001
As -1.11736 1.79489 -4.11048 0.556 -0.570 0.577 -0.002
H -1.80876 5.05485 0.59632 0.077 -0.053 -0.023 0.020
H 4.24075 3.98271 -1.14669 -0.072 -0.002 0.018 0.016
H 5.42148 -3.93446 -2.15203 -0.001 0.017 0.012 -0.001
C -1.59038 1.07833 3.93852 -0.005 -0.017 0.104 -0.002
C -2.47274 -2.95113 1.59327 -0.091 -0.054 0.048 0.000
C 2.29266 -0.92750 1.99656 0.129 -0.127 0.078 0.013
H -2.24589 -4.39031 -1.86588 -0.021 0.033 -0.020 0.000
H 0.75360 5.53118 4.12517 0.020 -0.003 0.010 0.001
C 1.01068 -2.65815 3.73946 0.027 0.064 -0.062 0.001
F -0.86609 0.50447 -2.81883 -2.005 0.160 -3.499 0.002
H 7.45347 -2.86495 -3.08837 -0.016 0.006 -0.011 0.005
H -3.08780 0.75518 5.44328 0.019 -0.033 -0.022 0.001
C -1.55657 -3.93918 -2.56894 -0.031 -0.081 -0.033 0.000
C 5.47855 -2.85494 -2.23797 -0.129 0.093 0.040 -0.024
H 2.93192 1.11078 3.77571 -0.043 0.011 -0.011 0.000
H -1.93774 -5.42150 -4.06450 0.009 0.007 -0.020 0.000
F 0.24908 2.57622 -3.38697 -0.104 -0.098 -0.260 0.000
C 0.11161 -2.28444 -3.09895 -0.259 -0.248 0.077 0.006
C -0.85004 -2.79079 -2.21234 0.036 0.251 -0.024 0.000
C -1.37488 -4.53293 -3.80614 0.096 0.079 -0.001 0.000
C -3.91159 -2.03589 -1.37303 -0.298 0.058 -0.110 0.000
C 1.22954 4.56022 4.06212 0.008 -0.063 -0.014 0.001
C 3.31513 4.17443 -1.69924 0.202 0.086 0.065 -0.013
H 3.80707 -2.43278 1.83589 -0.024 -0.006 -0.010 0.000
H 3.95555 2.87402 5.14770 -0.004 0.009 -0.019 0.000
P -1.22081 -1.84915 -0.66594 -0.828 -1.120 0.427 -0.002
C -3.75464 2.93560 0.04116 -0.373 0.215 -0.125 0.007
Si -2.38745 1.71253 -0.16751 0.101 0.253 0.624 0.013
O -0.91114 2.49368 -0.46531 -2.195 3.272 0.816 0.046
H -0.88617 5.89342 -0.65376 -0.054 0.010 0.042 0.008
C 1.09097 -0.53483 2.59121 0.066 0.006 -0.064 -0.007
C -3.84537 0.46553 3.45062 -0.129 -0.063 -0.088 0.000
H -5.87600 -2.35908 -2.18027 0.002 0.004 -0.015 0.000
C -2.59029 -3.85215 2.64558 0.058 0.057 -0.113 0.000
H 0.00626 -4.46736 -0.14329 -0.006 0.026 0.001 0.000
C 0.44546 -1.42252 3.45054 -0.062 -0.126 0.032 -0.001
C 0.27461 -2.87271 -4.35180 0.135 0.147 0.232 -0.001
C -5.28989 -0.29335 -2.24103 0.000 0.187 -0.013 0.000
H -4.83356 0.15669 3.77195 0.009 0.038 0.002 -0.001
H -0.20038 -6.05748 1.71597 -0.003 -0.011 -0.006 0.000
C -0.84916 -5.19117 1.68210 0.008 0.073 -0.084 0.000
C 4.40436 -2.07062 -1.82165 0.104 -0.209 -0.007 0.028
H -1.86755 -5.68327 3.50768 0.004 0.006 0.000 0.000
C 0.97119 4.11289 -0.82875 -0.882 -0.164 0.059 -0.112
H 0.48533 -3.34421 4.39318 0.020 0.009 -0.010 0.000
F -2.48787 0.89560 -4.61085 -0.255 -0.083 -0.187 0.000
F -0.08239 0.85423 -5.10322 0.119 -0.148 -0.194 0.000
C 6.61375 -2.26005 -2.76696 -0.016 0.106 0.017 0.038
```
Positions in Å, forces in eV/Å.

Values from the calculation:
Spin multiplicity = 2
Energy relative to the best compared isomer or geometry (same formula, charge and spin) = 76.5 kcal/mol
Charge = -1
Strongest force on any atom = 4.036 eV Å⁻¹
Expectation value of S² = 0.78

---

(2)
# C49H43IrN3O4P2Si

C49H43IrN3O4P2Si as an isolated structure in a non-equilibrium geometry (the ωB97M-V functional and the def2-TZVPD basis, the OMol25 dataset).

Geometry as XYZ:
```
103
Properties=species:S:1:pos:R:3:forces:R:3:mulliken_charge:R:1
O -7.40781 1.91750 4.07254 -0.042 0.014 0.011 -0.619
H 1.34654 3.14632 -0.18052 -0.116 0.040 0.054 -1.068
C 5.06720 0.87196 -0.27475 0.029 -0.037 0.076 -0.656
H 6.86174 0.29294 -1.30115 -0.013 -0.003 0.005 0.403
O -0.84478 -0.09636 2.40182 -1.072 0.243 -0.240 -1.100
N 1.10235 1.99991 1.50274 -0.071 0.216 0.436 -0.367
H -2.39930 -2.26715 1.47892 -0.016 -0.023 -0.027 0.305
C 5.37817 -1.25528 -1.33129 0.010 -0.034 0.051 -0.795
C 0.32927 -5.13877 -1.56707 0.125 -0.043 0.053 -0.793
H -1.41991 6.64345 -1.89054 -0.002 -0.019 0.002 0.433
C -2.69508 -2.07820 0.44331 -0.071 -0.057 0.031 -1.422
C -0.50114 -4.03307 -1.55488 -0.027 0.070 0.091 -0.740
H 3.18628 1.17717 0.69068 -0.021 -0.007 -0.017 0.149
O -2.05189 1.00318 0.91595 0.433 -0.202 1.390 -1.077
H 0.96303 0.33145 3.60605 0.021 -0.045 -0.038 -0.238
C 1.00735 -2.41618 2.87181 -0.021 0.006 0.006 -0.163
C -1.45506 4.85132 -0.71102 -0.021 -0.003 0.001 -0.886
H 4.93846 0.40756 -4.45898 -0.015 0.002 0.015 0.437
H -1.82942 -0.08814 4.71040 -0.010 0.029 -0.008 0.509
H -5.87170 1.02885 5.66179 0.001 -0.002 -0.009 0.527
C 1.54835 -5.10931 -0.88832 -0.078 -0.011 -0.052 -0.911
C -5.05856 0.91010 4.96081 0.064 -0.015 0.021 -0.563
H 1.15293 -1.02537 -3.08127 0.011 0.021 -0.008 0.220
H -1.36112 2.94559 0.24148 0.007 -0.027 0.036 0.183
H 2.90212 5.24828 0.04078 -0.006 -0.014 0.014 0.302
C 1.98489 -1.71165 2.16960 0.188 0.047 0.021 0.298
C -0.37036 2.91631 -1.66973 0.034 0.081 -0.139 1.010
C 2.01425 3.54248 2.86668 0.100 -0.002 0.036 -1.602
C 4.01618 0.57399 -3.91671 -0.034 -0.057 -0.061 -0.696
P 1.64819 -1.23175 0.44973 0.310 0.071 -0.115 2.235
C -5.24968 1.23724 3.63154 -0.199 0.086 -0.076 -0.432
H 2.38934 4.01711 3.75875 -0.028 -0.018 -0.030 0.592
H 4.32717 -1.47897 4.60794 -0.017 -0.004 0.000 0.476
C -0.05856 3.68169 -2.79897 -0.013 0.057 0.017 -0.561
C 3.39189 -1.73299 4.12559 -0.037 -0.012 0.000 -0.766
H 2.89076 -3.93893 0.29702 0.020 0.001 -0.007 0.614
H 3.19984 5.82295 1.68319 -0.011 0.004 -0.002 0.416
Si -1.26099 -1.39835 -0.54454 -0.304 -0.425 -0.509 1.638
C -3.02166 0.64320 3.09178 0.056 0.029 -0.103 0.558
C 3.79486 0.48828 0.11868 -0.019 -0.012 0.078 -0.040
H 3.74538 -2.61382 -1.23324 -0.049 -0.042 -0.030 0.612
C 1.63325 1.00435 -2.53917 -0.185 -0.029 -0.152 0.263
C -3.81536 0.43439 5.35309 -0.017 0.001 0.009 -0.846
H -1.46799 -4.09560 -2.04405 0.014 0.030 0.030 0.387
O -6.74665 1.93801 2.02199 -0.004 0.029 -0.028 -0.603
C 1.88793 -0.22794 -3.14055 -0.069 0.029 -0.135 -0.359
C 2.02289 4.05285 1.59006 -0.019 0.035 0.004 0.745
H 0.55229 1.70482 4.62850 0.007 0.006 -0.024 0.352
C -4.25894 1.12155 2.68076 0.038 0.033 0.025 -0.113
C 3.17951 -1.37503 2.80158 0.000 -0.024 0.022 -0.729
H 0.48113 3.24142 -3.62633 0.041 0.001 0.012 0.510
H 0.08044 -2.69647 2.38446 0.005 0.017 -0.010 0.186
C 1.28532 1.31608 3.91772 -0.061 0.032 0.032 -0.857
C -1.84428 -0.76243 -2.21550 0.129 0.387 -0.141 0.584
H -3.87372 -1.35937 -4.87578 0.010 0.013 0.013 0.453
N 1.47207 3.10603 0.81717 0.157 -0.119 -0.185 1.329
C -2.45551 0.24931 -4.75483 -0.098 -0.116 0.019 -0.866
C 3.78112 1.79359 -3.30506 -0.123 0.043 -0.007 -1.083
C -0.11638 -2.85514 -0.90292 0.255 -0.023 0.134 0.441
H -3.35341 -2.24469 -2.64653 0.031 0.021 0.015 0.420
H 2.42036 2.98337 -2.17908 -0.023 0.003 0.035 0.264
H 1.61288 6.04637 0.94302 -0.002 -0.007 0.006 0.226
H 2.17179 -5.99337 -0.85327 -0.014 0.006 -0.003 0.437
C 1.95875 -3.95176 -0.25466 -0.036 0.072 -0.010 -0.336
C -1.49546 0.87977 -3.98438 0.030 -0.030 0.070 -0.658
Ir -0.05308 0.27374 0.45993 0.295 0.241 -0.152 4.654
H -4.44394 1.39896 1.65346 -0.001 -0.014 0.000 0.835
C -2.81620 -1.37548 -3.01193 0.041 0.075 0.044 -0.884
H 4.51826 2.58432 -3.36498 -0.013 -0.010 0.011 0.441
P 0.06365 1.14087 -1.62932 0.057 -0.187 -0.347 1.766
C -1.12872 5.60250 -1.83012 0.006 0.024 0.005 -0.719
C 1.21846 -2.76475 4.19544 0.005 0.008 -0.016 -0.689
H -2.69994 0.63934 -5.73437 0.004 -0.013 0.008 0.437
H 3.24868 -1.39269 -4.30758 0.000 0.008 0.004 0.450
H 0.45704 -3.31236 4.73602 0.014 0.000 -0.007 0.489
H 0.02131 -6.04358 -2.07581 0.000 0.013 0.005 0.443
H 3.95020 -0.84125 2.26037 -0.007 -0.035 0.054 0.425
C 4.10367 -1.64008 -0.93956 0.010 0.011 0.076 -1.013
C 5.86613 -0.00333 -0.99577 0.029 0.005 0.051 -0.895
C -1.93418 0.51268 2.10258 0.341 0.048 -0.479 -1.166
C 3.06669 -0.43616 -3.83428 0.031 -0.006 -0.031 -0.786
C -1.19081 0.37632 -2.72029 -0.073 -0.385 0.269 0.158
H -3.64496 0.17074 6.38776 0.004 -0.004 -0.010 0.446
N -6.58063 1.74132 3.20636 0.157 -0.089 0.052 1.073
C 2.59009 2.01112 -2.62447 0.056 -0.011 0.026 -0.231
H 5.98793 -1.94081 -1.90590 -0.008 0.004 0.000 0.427
H -3.02830 -3.03026 0.02181 -0.021 0.030 0.008 0.541
C -0.43446 5.01403 -2.87738 0.005 -0.035 -0.024 -1.105
C 1.14944 -2.81237 -0.31030 -0.093 0.102 -0.051 -0.099
H 2.23549 1.22368 4.44518 -0.015 0.024 -0.012 0.372
H -0.99944 1.76083 -4.37092 0.000 -0.028 0.007 0.356
C -3.11802 -0.87746 -4.26815 0.072 0.132 -0.078 -0.845
C -2.79932 0.29623 4.42073 0.012 -0.087 0.050 -0.636
H -0.18778 5.58929 -3.76019 0.006 -0.004 0.010 0.463
C 3.29953 -0.77953 -0.19486 -0.040 0.052 -0.094 0.460
C 2.45972 5.36416 1.03145 0.022 -0.024 0.012 -1.421
H 2.57793 -2.70217 5.85449 -0.012 0.006 -0.008 0.427
H 5.43479 1.85681 -0.01374 -0.009 -0.012 -0.003 0.476
C 1.44222 2.26152 2.77306 0.010 -0.092 -0.034 0.169
C -1.08346 3.51746 -0.63019 -0.083 -0.036 -0.097 -0.640
H -3.54235 -1.39022 0.44744 0.004 0.001 0.005 0.366
C 2.40979 -2.42024 4.82291 0.027 -0.010 0.045 -0.617
H -2.00887 5.30157 0.10289 0.005 -0.015 -0.008 0.506
```
Positions in Å, forces in eV/Å.

Values from the calculation:
Spin multiplicity = 1
Energy relative to the best compared isomer or geometry (same formula, charge and spin) = 0.0 kcal/mol
Charge = +1
Strongest force on any atom = 1.470 eV Å⁻¹